[1]
The following is a DFT calculation (ωB97M-V/def2-TZVPD) of C74H168F3O29V as an isolated structure.

Results
Orbital gap (spin up / spin down) (Ha): 0.2452 / 0.3039
Total charge: 0
Maximum force (hartree/bohr): 0.0913
HOMO level (spin up / spin down) (eV): -6.370 / -8.102
2S+1: 3
Calculated total energy (eV): -172664.03709

Each line ends with the Löwdin charge.
CARTESIAN COORDINATES (ANGSTROEM)
O: 4.23310 -2.31009 2.42632  -0.395
V: 4.44027 -2.61770 0.87934  0.844
C: 3.16051 0.25791 -0.73428  -0.301
O: 1.76323 0.27839 -0.17732  -0.105
O: 3.97363 -0.66629 -0.02291  -0.237
C: 3.09941 0.07178 -2.28207  -0.555
F: 2.73480 1.25522 -2.82611  0.107
F: 4.25972 -0.28248 -2.83935  0.148
F: 2.18260 -0.83640 -2.62724  0.132
C: 1.13601 1.55537 -0.12386  -0.249
C: -0.15640 1.38677 0.70140  -0.034
H: -0.55363 2.39059 0.85193  0.058
H: -0.86634 0.76976 0.15060  0.053
H: 0.05433 0.90849 1.65793  0.056
H: 1.01214 2.03482 -1.09488  0.078
H: 1.75519 2.24479 0.45009  0.101
H: 3.49522 1.28291 -0.57475  0.122
C: -1.36533 0.90997 -2.97537  -0.086
C: -2.48791 1.89687 -2.68446  -0.248
C: -3.85907 1.32956 -2.95075  -0.241
C: -5.00389 2.33256 -2.88608  -0.211
C: -6.34467 1.67095 -3.30046  -0.274
C: -6.79929 0.68436 -2.28880  -0.127
H: -1.32775 0.56577 -4.00891  0.071
H: -1.47623 -0.03791 -2.44874  0.060
H: -0.37912 1.35711 -2.85067  0.047
H: -2.41500 2.26738 -1.66196  0.094
H: -2.34881 2.72284 -3.38198  0.109
H: -4.01938 0.49457 -2.26870  0.089
H: -3.91931 0.83625 -3.92087  0.122
H: -5.08321 2.82302 -1.91590  0.098
H: -4.76070 3.15475 -3.55912  0.105
H: -7.03929 2.50673 -3.38451  0.103
H: -6.29920 1.15881 -4.26158  0.107
H: -7.76753 0.21011 -2.44915  0.075
H: -6.06561 -0.12036 -2.24136  0.066
H: -6.83103 1.24109 -1.35224  0.075
C: 1.42261 5.03459 4.93290  -0.115
C: 1.61993 5.51063 3.51969  -0.253
C: 2.69036 4.66409 2.82383  -0.207
C: 2.76533 5.03565 1.32419  -0.192
C: 3.94961 4.30304 0.62954  -0.232
C: 4.22600 4.76603 -0.82659  -0.076
H: 0.97394 4.05545 5.10043  0.060
H: 0.80522 5.72743 5.50466  0.072
H: 2.37131 4.98253 5.46708  0.058
H: 0.64824 5.40637 3.03694  0.083
H: 1.89793 6.56023 3.61544  0.117
H: 2.45225 3.61321 2.98836  0.103
H: 3.66045 4.71540 3.31820  0.095
H: 1.79457 4.77389 0.90324  0.089
H: 2.85729 6.11873 1.24306  0.112
H: 4.88349 4.45627 1.17036  0.094
H: 3.84894 3.21777 0.61749  0.072
H: 3.48173 4.38928 -1.52818  0.048
H: 4.12666 5.84478 -0.94714  0.052
H: 5.22678 4.44043 -1.11036  0.072
C: 1.06317 -0.29801 -6.64386  -0.095
C: 2.37713 0.42086 -7.14550  -0.248
C: 3.56889 0.33234 -6.17304  -0.203
C: 4.88068 0.92051 -6.75171  -0.222
C: 4.89923 2.42110 -7.09710  -0.255
C: 6.37132 2.90022 -7.38352  -0.100
H: 0.79850 0.07078 -5.65288  0.047
H: 1.22893 -1.35996 -6.46253  0.052
H: 0.27615 -0.21822 -7.39375  0.067
H: 2.49575 0.19185 -8.20455  0.102
H: 2.08024 1.46778 -7.20807  0.085
H: 3.72897 -0.72398 -5.95703  0.102
H: 3.25362 0.74531 -5.21483  0.086
H: 5.71387 0.73677 -6.07338  0.099
H: 5.18198 0.41293 -7.66805  0.107
H: 4.30078 2.50861 -8.00391  0.093
H: 4.35035 3.03559 -6.38349  0.099
H: 6.81339 2.25290 -8.14092  0.066
H: 6.39954 3.91596 -7.77796  0.061
H: 6.93153 2.88339 -6.44865  0.066
C: 0.02864 -3.64384 -4.13768  -0.096
O: -0.25587 -4.76583 -3.29736  -0.209
C: -0.91579 -5.81494 -4.03323  -0.159
C: -1.14997 -7.07120 -3.07098  -0.126
O: 0.13666 -7.74712 -3.04489  -0.155
C: 0.20484 -8.86837 -2.23298  -0.202
C: 1.68165 -9.15686 -1.78341  -0.129
O: 2.32431 -7.93673 -1.23707  -0.223
C: 3.70133 -8.11137 -0.94307  -0.113
H: 0.70592 -3.96868 -4.92753  0.092
H: 0.49841 -2.85042 -3.55639  0.066
H: -0.92539 -3.22466 -4.45737  0.089
H: -0.38569 -6.14617 -4.92619  0.122
H: -1.89028 -5.47397 -4.38282  0.101
H: -1.94209 -7.73618 -3.41512  0.115
H: -1.46622 -6.76681 -2.07326  0.110
H: -0.33967 -9.68867 -2.70066  0.127
H: -0.35549 -8.57390 -1.34561  0.113
H: 2.23815 -9.44145 -2.67639  0.110
H: 1.78609 -10.05400 -1.17323  0.117
H: 4.26746 -7.30702 -0.47338  0.078
H: 4.07141 -8.24095 -1.96010  0.086
H: 3.80922 -9.01350 -0.34089  0.085
C: -3.11969 3.68893 5.88693  -0.065
O: -2.65403 3.60224 4.49829  -0.209
C: -1.87724 2.42639 4.16236  -0.167
C: -2.41757 0.99831 4.38270  -0.177
O: -2.22070 0.61239 5.72314  -0.146
C: -2.88419 -0.55839 6.10561  -0.201
C: -2.55716 -0.83346 7.56326  -0.176
O: -1.19199 -1.24957 7.62176  -0.221
C: -0.79523 -1.93250 8.80266  -0.088
H: -3.50691 4.70146 6.00069  0.080
H: -2.32738 3.59512 6.62959  0.087
H: -3.92064 2.96904 6.05529  0.081
H: -0.89923 2.56892 4.62203  0.110
H: -1.61043 2.54801 3.11254  0.088
H: -1.87220 0.34343 3.70315  0.120
H: -3.47152 1.03009 4.10654  0.121
H: -2.49567 -1.37236 5.49356  0.130
H: -3.95985 -0.45276 5.96457  0.123
H: -3.24298 -1.58450 7.95531  0.122
H: -2.63196 0.09781 8.12472  0.129
H: -0.76357 -1.16292 9.57392  0.090
H: 0.19779 -2.35625 8.65285  0.081
H: -1.46158 -2.77030 9.00802  0.086
C: -3.96533 0.87112 0.71931  -0.080
O: -4.64012 0.22363 1.80585  -0.189
C: -4.71943 -1.19088 1.55912  -0.180
C: -5.55669 -1.69476 2.73346  -0.153
O: -5.70674 -3.13285 2.57099  -0.142
C: -6.19175 -3.74866 3.76435  -0.185
C: -6.31479 -5.30122 3.57189  -0.202
O: -7.44957 -5.70410 2.81475  -0.184
C: -7.58239 -7.11709 2.63495  -0.098
H: -4.62860 1.15497 -0.09776  0.065
H: -3.25181 0.19417 0.24949  0.059
H: -3.43199 1.75903 1.05880  0.079
H: -3.74854 -1.68608 1.54329  0.120
H: -5.21938 -1.34564 0.60298  0.127
H: -6.52942 -1.20323 2.71643  0.131
H: -5.04257 -1.47815 3.66987  0.109
H: -7.20058 -3.41333 4.00504  0.121
H: -5.62846 -3.46533 4.65346  0.116
H: -6.35086 -5.63883 4.60766  0.114
H: -5.33553 -5.63690 3.23062  0.120
H: -6.65636 -7.52920 2.23405  0.082
H: -8.48978 -7.33678 2.07238  0.089
H: -7.71107 -7.56907 3.61844  0.080
C: 1.19284 3.37133 -4.45751  -0.067
O: 0.40073 4.28576 -3.69585  -0.181
C: 0.74097 4.36964 -2.35294  -0.229
C: 1.10772 5.78732 -1.96468  -0.196
O: 2.10322 6.28727 -2.81751  -0.156
C: 2.64470 7.61946 -2.47484  -0.131
C: 1.73234 8.85990 -2.64653  -0.236
O: 1.50476 9.12924 -3.99131  -0.160
C: 0.46229 8.23352 -4.47846  -0.063
H: 2.16547 3.79852 -4.21338  0.090
H: 1.03261 3.55141 -5.52052  0.093
H: 1.09245 2.33360 -4.13949  0.057
H: 1.61512 3.78419 -2.06799  0.091
H: -0.06738 3.94701 -1.75624  0.110
H: 1.42038 5.82672 -0.92123  0.106
H: 0.24473 6.44441 -2.07226  0.104
H: 3.56174 7.86612 -3.00991  0.126
H: 3.00354 7.56655 -1.44696  0.098
H: 2.23631 9.72033 -2.20633  0.124
H: 0.84063 8.72121 -2.03522  0.112
H: 0.82583 7.21074 -4.57776  0.082
H: 0.38490 8.55682 -5.51653  0.084
H: -0.52604 8.27705 -4.02085  0.081
C: 2.14106 0.30249 3.46666  -0.110
O: 2.23016 -0.53568 4.60141  -0.165
C: 0.98285 -1.10645 5.10391  -0.134
C: 1.03903 -2.56230 5.60557  -0.238
O: 1.34839 -3.40265 4.58338  -0.139
C: 1.56206 -4.76249 4.98725  -0.138
C: 1.89366 -5.67749 3.80393  -0.203
O: 0.83685 -6.01250 2.95905  -0.180
C: 1.23534 -6.55964 1.69160  -0.095
H: 1.48920 1.16795 3.58565  0.071
H: 1.83910 -0.22494 2.56182  0.069
H: 3.13524 0.66872 3.21058  0.073
H: 0.28105 -1.12566 4.27013  0.108
H: 0.51184 -0.42034 5.80783  0.113
H: 0.09836 -2.85071 6.07468  0.109
H: 1.71253 -2.63245 6.45972  0.122
H: 0.63037 -5.04352 5.47824  0.126
H: 2.38152 -4.76539 5.70598  0.129
H: 2.24421 -6.62618 4.21038  0.124
H: 2.66383 -5.17347 3.22007  0.124
H: 0.41579 -6.68154 0.98337  0.082
H: 1.59799 -7.57690 1.83915  0.083
H: 1.99458 -6.00222 1.14303  0.074
C: -0.85492 8.05577 1.35941  -0.174
O: -1.11738 7.30078 2.42799  -0.178
C: -2.18425 6.28838 2.29055  -0.099
C: -1.84824 5.00033 1.43659  -0.201
O: -1.70752 5.16467 0.06758  -0.144
C: -2.90201 5.23265 -0.73336  -0.163
C: -2.65307 5.80661 -2.09028  -0.217
O: -2.19176 7.12833 -2.12234  -0.176
C: -3.26702 8.02376 -1.80394  -0.084
H: -0.63896 7.48332 0.45732  0.079
H: 0.05030 8.64681 1.49852  0.091
H: -1.65839 8.77658 1.20779  0.087
H: -3.07283 6.76545 1.87711  0.110
H: -2.52053 5.91912 3.25939  0.108
H: -2.67050 4.32899 1.68418  0.111
H: -0.95137 4.53905 1.85006  0.102
H: -3.63040 5.86543 -0.22627  0.114
H: -3.32554 4.22983 -0.67795  0.111
H: -3.47699 5.69468 -2.79506  0.130
H: -1.88973 5.13556 -2.48412  0.106
H: -3.10432 9.00173 -2.25693  0.090
H: -3.33758 8.07883 -0.71762  0.073
H: -4.25328 7.74708 -2.17655  0.088
C: -4.83101 -6.33885 -4.35241  -0.101
O: -6.02227 -7.01203 -3.96340  -0.172
C: -6.66972 -6.46950 -2.82347  -0.181
C: -6.06685 -7.00088 -1.47808  -0.140
O: -4.76902 -6.41250 -1.17721  -0.159
C: -4.84285 -5.10127 -0.69878  -0.184
C: -3.40194 -4.53989 -0.79869  -0.174
O: -3.41718 -3.12706 -0.71194  -0.181
C: -2.12419 -2.56689 -0.76809  -0.092
H: -4.01171 -6.36308 -3.63390  0.055
H: -5.08148 -5.31275 -4.62165  0.092
H: -4.41702 -6.81148 -5.24311  0.088
H: -7.67837 -6.88094 -2.86147  0.124
H: -6.66047 -5.38095 -2.76797  0.110
H: -6.00769 -8.08811 -1.52839  0.121
H: -6.71577 -6.91685 -0.60633  0.110
H: -5.13933 -5.09110 0.35008  0.122
H: -5.46102 -4.44570 -1.31212  0.122
H: -2.94305 -4.98618 -1.68093  0.107
H: -2.85509 -4.88159 0.08012  0.127
H: -1.81408 -2.49245 -1.81040  0.081
H: -1.38775 -3.13679 -0.20155  0.073
H: -2.09784 -1.53708 -0.41189  0.062
C: 1.08525 -2.95295 1.31813  -0.050
O: 2.21208 -3.19230 0.47085  -0.236
C: 1.83960 -3.52612 -0.87302  -0.153
C: 3.07339 -4.05524 -1.60698  -0.114
O: 4.22703 -3.31254 -1.19237  -0.241
C: 5.48173 -3.68550 -1.79894  -0.139
C: 6.60605 -2.89262 -1.24620  -0.130
O: 6.49640 -2.49429 0.15448  -0.273
C: 7.60845 -1.78798 0.67557  -0.057
H: 0.43094 -2.13785 1.00895  0.085
H: 1.45743 -2.75030 2.32238  0.080
H: 0.41939 -3.81593 1.32015  0.082
H: 1.48938 -2.66251 -1.43838  0.108
H: 1.08580 -4.31336 -0.88540  0.126
H: 2.87138 -3.71959 -2.62415  0.132
H: 3.18420 -5.12900 -1.45575  0.124
H: 5.43219 -3.58554 -2.88322  0.144
H: 5.54570 -4.76009 -1.62787  0.127
H: 6.60961 -1.91769 -1.73364  0.132
H: 7.61086 -3.28466 -1.40359  0.140
H: 7.80631 -0.98678 -0.03649  0.095
H: 8.52577 -2.37528 0.71685  0.095
H: 7.50820 -1.31183 1.65093  0.097
O: 5.64413 0.27591 3.07982  0.102
C: 5.84203 1.45525 2.87252  -0.493
O: 5.56247 2.53384 3.68388  -0.043
C: 5.12902 2.33849 5.02566  -0.201
C: 5.23567 3.65791 5.85812  -0.060
C: 6.51014 1.94231 1.62281  0.021
H: 5.82217 1.63613 5.48860  0.122
H: 4.09405 2.00370 5.09539  0.114
H: 6.25079 4.01446 6.03273  0.069
H: 4.78660 3.52675 6.84262  0.076
H: 4.72675 4.47317 5.34386  0.046
H: 6.86759 2.94814 1.84335  0.082
H: 5.85667 2.00828 0.75291  0.079
H: 7.36276 1.29271 1.42491  0.078

Forces on atoms 1 to 6 (eV/Å):
0.2 -1.0 0.0
-1.3 2.6 0.1
0.8 -2.0 2.9
1.1 -0.3 -1.3
-1.7 1.6 -2.2
-0.2 0.1 1.7

---

[2]
The following is a DFT calculation (ωB97M-V/def2-TZVPD) of C3H6N2O3 as an isolated structure.

Results
Orbital gap (Ha): 0.3800
Total charge: 0
Maximum force (hartree/bohr): 0.0535
HOMO level (eV): -9.751
Calculated total energy (eV): -12330.43324

Each line ends with the natural charge from an NBO analysis.
CARTESIAN COORDINATES (ANGSTROEM)
C: 0.89753 1.07381 -0.82328  -0.414
N: 0.31364 0.18710 0.15358  -0.494
C: 0.63989 -1.34586 0.68264  0.951
C: -0.96440 0.08463 0.47231  0.768
N: -1.94812 0.93904 0.11241  -0.804
O: 0.98372 -2.08267 -0.40643  -0.704
O: 1.07801 -1.57417 1.77962  -0.632
O: -1.22558 -1.10110 0.88289  -0.604
H: 1.61434 -2.73695 -0.06203  0.501
H: -2.83315 0.78157 0.57061  0.415
H: -1.70898 1.89435 -0.09544  0.393
H: 0.60282 0.81048 -1.84430  0.197
H: 0.56723 2.10326 -0.64283  0.198
H: 1.98307 0.96652 -0.77975  0.228

Forces on atoms 1 to 6 (eV/Å):
0.1 -0.4 -0.2
0.1 -1.3 1.2
1.7 1.4 0.3
-0.8 -2.3 -1.4
0.1 0.4 0.5
-0.5 0.3 0.0

---

[3]
The following is a DFT calculation (ωB97M-V/def2-TZVPD) of a 2-piece molecular cluster, CH4O3 overall.

Results
Orbital gap (Ha): 0.4255
Total charge: 0
Maximum force (hartree/bohr): 0.0287
HOMO level (eV): -10.858
Calculated total energy (eV): -7244.09694
SMILES string: O=CO.O

Each line ends with the natural charge from an NBO analysis.
CARTESIAN COORDINATES (ANGSTROEM)
O: 0.52697 1.86770 2.36445  -0.586
C: 1.37624 1.04398 2.15606  0.629
O: 1.48883 0.42902 0.96944  -0.673
H: 2.07849 0.83558 2.96347  0.131
H: 0.60244 0.61114 0.56286  0.499
O: -1.76129 -1.28007 -2.91015  -0.922
H: -2.01699 -1.64332 -3.74217  0.461
H: -2.29469 -1.86403 -2.36396  0.461

Forces on atoms 1 to 6 (eV/Å):
-0.3 -0.1 0.0
-0.6 1.1 0.2
-0.7 -0.3 0.4
0.6 -0.7 -0.5
1.0 -0.1 -0.1
-0.2 -0.2 0.7

---

[4]
The following is a DFT calculation (ωB97M-V/def2-TZVPD) of one molecule with the formula C4H8N2O.

Results
Orbital gap (Ha): 0.3595
Total charge: 0
Maximum force (hartree/bohr): 0.0092
HOMO level (eV): -9.569
Calculated total energy (eV): -9304.85301
SMILES string: [H]/N=C(\NC)C(C)=O

Each line ends with the natural charge from an NBO analysis.
CARTESIAN COORDINATES (ANGSTROEM)
H: -0.40853 -0.92810 2.06957  0.345
N: 0.40751 -0.53212 1.58808  -0.592
C: 0.05648 -0.49384 0.36750  0.324
N: -1.23559 -0.86087 -0.05382  -0.659
C: -2.24511 0.19656 0.06734  -0.412
C: 1.03125 -0.02885 -0.70550  0.530
C: 2.36785 0.52113 -0.28172  -0.716
O: 0.68215 -0.10255 -1.86682  -0.529
H: -1.20132 -1.19497 -1.00859  0.389
H: -2.22895 0.88181 -0.79106  0.186
H: -2.06075 0.78141 0.97354  0.201
H: -3.24155 -0.24666 0.14781  0.204
H: 2.85729 -0.14389 0.43400  0.250
H: 2.99139 0.66866 -1.16643  0.234
H: 2.22789 1.48229 0.22611  0.245

Forces on atoms 1 to 6 (eV/Å):
0.3 0.1 0.3
-0.2 0.1 -0.4
-0.1 -0.1 0.2
0.1 -0.1 -0.2
-0.2 0.1 0.0
0.0 0.0 -0.3